[1]
{"formula": "C28H41BrFN6O3Ti", "method": "ωB97M-V with the def2-TZVPD basis set", "symbols": ["Ti", "C", "C", "C", "C", "C", "C", "C", "F", "C", "C", "C", "O", "C", "C", "N", "C", "C", "O", "O", "H", "H", "H", "H", "H", "H", "H", "H", "H", "H", "H", "C", "C", "C", "C", "C", "Br", "N", "C", "H", "H", "H", "H", "H", "H", "N", "C", "C", "C", "C", "N", "H", "H", "H", "H", "H", "H", "H", "H", "H", "H", "H", "H", "C", "C", "C", "C", "N", "N", "H", "H", "H", "H", "H", "H", "H", "H", "H", "H", "H", "H"], "positions_angstrom": [[0.9219, 1.3795, 0.1097], [1.7885, -6.0462, 0.2095], [0.3772, -5.6285, -0.1782], [-0.6525, -6.3877, 0.6387], [-2.0608, -5.9412, 0.2946], [-2.1933, -4.4643, 0.5290], [-3.3913, -3.9048, 0.8992], [-3.4941, -2.5306, 1.1133], [-4.6798, -2.0338, 1.4827], [-2.4291, -1.6953, 0.9585], [-1.1974, -2.2421, 0.5684], [-0.0684, -1.3613, 0.3345], [-0.2001, -0.1102, 0.4935], [1.1267, -1.9567, -0.1034], [1.1853, -3.3251, -0.2366], [0.1732, -4.1521, 0.0033], [-1.0686, -3.6249, 0.3726], [2.3664, -1.1805, -0.4421], [3.3537, -1.7586, -0.8405], [2.2929, 0.1169, -0.2843], [1.8284, -7.1344, 0.2306], [2.0403, -5.6773, 1.2050], [2.5496, -5.7135, -0.4929], [0.2110, -5.8355, -1.2392], [-0.4557, -6.2282, 1.7033], [-0.5233, -7.4504, 0.4377], [-2.7995, -6.4775, 0.8891], [-2.2728, -6.1659, -0.7554], [-4.2681, -4.5261, 1.0304], [-2.5205, -0.6349, 1.1452], [2.1204, -3.7565, -0.5613], [3.5514, 0.1279, 5.0550], [2.4987, 0.7882, 4.2074], [1.5008, 1.5989, 4.7614], [0.5479, 2.2135, 3.9658], [0.6292, 1.9512, 2.6131], [0.3493, 3.9615, 0.8757], [1.5598, 1.2152, 2.0703], [2.4916, 0.6231, 2.8354], [3.4382, 0.4034, 6.1016], [4.5523, 0.4196, 4.7368], [3.4869, -0.9584, 4.9845], [1.4830, 1.7572, 5.8336], [-0.2118, 2.8619, 4.3766], [3.2321, 0.0223, 2.3188], [0.5778, 0.9456, -2.2611], [0.7675, 1.9841, -3.3190], [1.5804, 3.1350, -2.7689], [3.0396, 2.7813, -2.4643], [3.5046, 3.4498, -1.1791], [3.0249, 2.6708, -0.0141], [1.2736, 0.2202, -2.3998], [-0.3245, 0.5065, -2.4145], [-0.2173, 2.3381, -3.6122], [1.2497, 1.5403, -4.1938], [1.0879, 3.4593, -1.8469], [1.5357, 3.9879, -3.4497], [3.6811, 3.0600, -3.3010], [3.1584, 1.7012, -2.3299], [3.0823, 4.4536, -1.1056], [4.5920, 3.5484, -1.1536], [3.0740, 3.2480, 0.8191], [3.6528, 1.8829, 0.1195], [-3.8181, 3.6287, -0.4444], [-3.1321, 3.1508, -1.7274], [-3.8301, 1.9095, -2.2752], [-3.1526, 4.2613, -2.7717], [-1.6981, 2.8379, -1.5260], [-1.4257, 1.9616, -0.4306], [-4.8183, 4.0001, -0.6682], [-3.2537, 4.4419, 0.0185], [-3.9326, 2.8250, 0.2862], [-4.8606, 2.1423, -2.5443], [-3.8719, 1.1026, -1.5378], [-3.3163, 1.5467, -3.1671], [-4.1781, 4.5190, -3.0345], [-2.6323, 3.9467, -3.6775], [-2.6672, 5.1626, -2.3903], [-1.2073, 3.6997, -1.2985], [-1.8892, 1.0786, -0.6199], [-1.8258, 2.3343, 0.4329]], "atomic_forces_ev_per_a": [[0.044, 2.779, -1.420], [-0.006, -0.007, -0.007], [0.009, 0.049, -0.014], [0.003, 0.008, 0.040], [0.012, 0.009, -0.005], [0.057, -0.012, -0.014], [-0.032, 0.022, 0.005], [-0.020, -0.037, 0.000], [0.005, -0.006, 0.000], [0.011, 0.029, 0.017], [0.056, 0.036, 0.029], [0.038, -0.091, -0.012], [-1.201, -1.758, 0.363], [0.024, -0.048, -0.044], [0.018, 0.030, 0.007], [-0.027, -0.025, 0.006], [0.008, -0.065, -0.022], [-0.013, 0.108, 0.099], [0.037, -0.025, -0.008], [0.687, -1.044, -0.154], [0.003, -0.003, -0.006], [0.001, -0.014, 0.006], [0.000, -0.010, -0.002], [-0.032, 0.008, -0.002], [0.002, -0.019, -0.002], [0.002, -0.003, 0.003], [-0.003, 0.001, 0.002], [-0.009, -0.004, 0.002], [-0.008, 0.011, 0.013], [0.009, 0.000, -0.016], [0.001, 0.029, 0.017], [-0.014, 0.006, -0.004], [0.004, 0.001, -0.001], [0.000, 0.001, 0.016], [-0.028, 0.006, 0.015], [0.068, 0.027, 0.176], [-0.018, 0.292, 0.111], [0.125, 0.001, 0.790], [0.012, -0.051, -0.009], [0.000, 0.003, 0.002], [0.001, 0.003, -0.002], [-0.003, -0.002, 0.002], [0.008, -0.006, 0.001], [-0.003, -0.001, -0.006], [-0.006, 0.007, -0.007], [0.213, 0.128, 0.020], [-0.049, -0.003, 0.021], [-0.008, -0.024, 0.018], [-0.030, -0.015, 0.064], [-0.001, 0.030, 0.032], [-0.096, -0.254, -0.175], [-0.029, -0.017, -0.008], [-0.007, 0.014, 0.071], [-0.003, -0.014, 0.006], [-0.008, 0.017, -0.015], [0.013, 0.053, -0.011], [0.003, -0.028, -0.038], [0.015, 0.033, 0.018], [0.018, -0.007, -0.055], [0.014, 0.005, -0.004], [0.000, -0.006, 0.007], [-0.073, -0.019, 0.006], [-0.011, 0.008, 0.011], [0.017, 0.038, -0.016], [-0.026, 0.040, 0.042], [-0.009, -0.008, 0.001], [0.017, 0.002, -0.008], [-0.058, -0.063, 0.010], [0.152, -0.047, 0.053], [-0.008, -0.017, -0.001], [0.001, -0.002, -0.004], [-0.008, 0.002, 0.008], [-0.006, 0.003, 0.010], [0.015, 0.004, -0.006], [-0.005, 0.003, -0.004], [-0.004, 0.005, 0.003], [-0.002, -0.007, 0.000], [0.002, 0.001, 0.002], [0.040, -0.019, -0.002], [0.082, -0.001, -0.037], [0.017, -0.072, 0.021]], "mulliken_spin": [0.9761, 0.0001, -0.0012, 0.0004, 0.0001, -0.0019, 0.0034, 0.0006, 0.0000, -0.0025, -0.0030, 0.0148, -0.0797, 0.0151, 0.0021, 0.0106, 0.0068, -0.0109, 0.0034, -0.0482, -0.0001, 0.0002, 0.0002, 0.0002, 0.0000, 0.0000, 0.0000, -0.0001, 0.0002, 0.0048, 0.0004, 0.0017, -0.0123, 0.0257, 0.0724, 0.6492, 0.2202, 0.0390, 0.0745, -0.0003, -0.0006, -0.0005, 0.0059, 0.0076, 0.0044, 0.0217, -0.0142, 0.0274, -0.0126, 0.0045, -0.0018, 0.0065, 0.0029, -0.0025, -0.0004, -0.0093, -0.0004, -0.0011, 0.0055, 0.0000, 0.0010, -0.0012, 0.0069, -0.0006, 0.0009, 0.0003, -0.0010, -0.0072, -0.0182, 0.0000, 0.0008, 0.0003, 0.0000, 0.0000, 0.0000, 0.0001, 0.0001, 0.0007, -0.0002, 0.0086, 0.0038], "total_energy_ev": -140658.792, "s_squared": 2.0126, "total_charge": 1, "max_force_ev_per_a": 3.1, "relative_energy_kcal_mol": 18.1, "homo_ev": [-10.2, -11.4], "spin_multiplicity": 3}


[2]
{"formula": "C28H41N4O3PRhS2", "method": "ωB97M-V with the def2-TZVPD basis set", "symbols": ["Rh", "C", "C", "C", "C", "C", "C", "C", "N", "N", "C", "C", "C", "C", "C", "C", "N", "C", "C", "C", "C", "C", "C", "N", "H", "H", "H", "H", "H", "H", "H", "H", "H", "H", "H", "H", "H", "H", "H", "H", "H", "H", "H", "H", "C", "C", "C", "O", "P", "S", "S", "O", "C", "C", "C", "H", "H", "H", "H", "H", "H", "H", "H", "H", "H", "H", "H", "H", "H", "C", "C", "C", "O", "H", "H", "H", "H", "H", "H", "H"], "positions_angstrom": [[1.1449, -0.6085, -0.1653], [3.9029, -0.4495, -1.3245], [4.0377, 0.8344, -0.5053], [2.8991, 1.7765, -0.7449], [3.1138, 3.1213, -0.9897], [2.0774, 3.8969, -1.4813], [0.8716, 3.2929, -1.7730], [0.7087, 1.9546, -1.4660], [1.6872, 1.2251, -0.9143], [3.0134, -1.4393, -0.6981], [2.6353, -2.5824, -1.5530], [1.5229, -3.3245, -0.8264], [1.2679, -4.6601, -1.0726], [0.2415, -5.2960, -0.3871], [-0.4894, -4.5825, 0.5467], [-0.1795, -3.2493, 0.7476], [0.7958, -2.6345, 0.0863], [3.6445, -1.9890, 0.5395], [3.2737, -1.2143, 1.7878], [4.0541, -1.2666, 2.9289], [3.6002, -0.6460, 4.0818], [2.3762, 0.0029, 4.0550], [1.6620, 0.0364, 2.8706], [2.1047, -0.5488, 1.7543], [4.8986, -0.8915, -1.4380], [3.5054, -0.2415, -2.3186], [4.9606, 1.3282, -0.8095], [4.1533, 0.6123, 0.5554], [4.0993, 3.5388, -0.8364], [2.2286, 4.9503, -1.6759], [0.0482, 3.8386, -2.2081], [-0.2190, 1.4460, -1.6626], [3.4888, -3.2428, -1.7421], [2.2357, -2.1931, -2.4841], [1.8678, -5.1931, -1.7975], [0.0215, -6.3370, -0.5806], [-1.2947, -5.0354, 1.1053], [-0.7273, -2.6361, 1.4528], [4.7294, -2.0354, 0.4159], [3.2979, -3.0109, 0.6832], [4.9991, -1.7923, 2.9109], [4.1938, -0.6704, 4.9854], [1.9775, 0.4891, 4.9332], [0.7172, 0.5562, 2.7911], [-2.9596, 4.6145, 0.8121], [-2.9909, 3.8903, -0.5196], [-4.3927, 3.5564, -0.9896], [-2.1115, 2.7244, -0.4572], [-2.4698, 1.2506, 0.0207], [-3.3747, 0.1516, -1.2744], [-0.6745, 0.6157, 0.8223], [-3.3076, 1.5556, 1.3475], [-3.8806, 0.4573, 2.1110], [-5.3849, 0.5166, 1.9528], [-3.4102, 0.6145, 3.5415], [-3.4784, 5.5694, 0.7181], [-1.9318, 4.8079, 1.1189], [-3.4512, 4.0234, 1.5821], [-2.5010, 4.5090, -1.2751], [-4.9356, 2.9844, -0.2377], [-4.3755, 2.9832, -1.9143], [-4.9294, 4.4897, -1.1647], [-3.4987, -0.4798, 1.6947], [-5.7627, 1.4750, 2.3121], [-5.8541, -0.2781, 2.5340], [-5.6612, 0.3956, 0.9062], [-3.7806, 1.5490, 3.9644], [-2.3215, 0.6206, 3.5788], [-3.7800, -0.2109, 4.1509], [-0.1941, -1.4408, -4.1535], [-0.5568, -1.0696, -2.7183], [-1.4223, -2.1502, -2.0869], [0.6690, -0.8541, -2.0631], [-1.0944, -1.6209, -4.7430], [0.4081, -2.3535, -4.1659], [0.3779, -0.6418, -4.6255], [-1.1516, -0.1461, -2.7526], [-1.0006, -3.1459, -2.2599], [-2.4205, -2.1193, -2.5223], [-1.5445, -1.9733, -1.0208]], "atomic_forces_ev_per_a": [[0.238, 0.480, -0.727], [0.172, -0.117, -0.272], [0.146, -0.045, 0.179], [-0.095, -0.089, -0.380], [0.042, -0.070, -0.028], [0.040, 0.114, -0.022], [-0.074, -0.128, 0.022], [0.113, 0.176, -0.052], [-0.185, 0.666, 0.442], [-0.084, -0.427, 0.699], [-0.186, -0.173, 0.219], [-0.014, -0.136, 0.015], [0.027, 0.034, 0.051], [0.001, 0.045, 0.011], [0.072, 0.022, -0.031], [-0.100, 0.020, 0.273], [0.090, -0.092, -0.607], [-0.050, 0.492, 0.274], [-0.172, -0.146, -0.170], [-0.028, -0.023, -0.074], [-0.080, 0.052, -0.001], [0.095, -0.040, -0.008], [0.142, 0.112, 0.034], [0.054, -0.100, -0.105], [-0.055, -0.080, -0.077], [-0.030, 0.084, 0.033], [-0.015, 0.018, 0.001], [0.068, -0.011, 0.020], [0.012, -0.005, 0.002], [0.009, 0.007, 0.003], [-0.018, -0.006, -0.007], [0.049, 0.020, -0.033], [-0.021, 0.018, 0.056], [0.026, 0.058, -0.075], [-0.003, -0.008, -0.010], [-0.001, -0.008, 0.003], [-0.006, -0.006, 0.004], [-0.029, 0.029, -0.055], [-0.004, 0.042, 0.007], [0.001, -0.013, 0.003], [0.004, -0.011, 0.003], [-0.004, -0.011, 0.013], [-0.006, 0.016, -0.002], [-0.025, 0.006, 0.011], [0.007, -0.014, -0.038], [-0.022, 0.016, -0.039], [0.031, 0.017, 0.005], [0.051, -0.035, 0.074], [-0.223, 0.119, -0.170], [-0.187, 0.237, 0.230], [-0.050, -0.709, 0.447], [0.141, -0.061, -0.009], [-0.048, 0.006, 0.011], [0.033, -0.025, 0.006], [-0.019, -0.004, -0.038], [-0.003, 0.003, -0.007], [0.007, -0.001, 0.001], [-0.008, -0.005, 0.015], [-0.017, -0.021, 0.007], [-0.005, -0.014, 0.008], [0.003, 0.009, -0.010], [-0.009, 0.002, 0.011], [-0.025, 0.013, -0.005], [0.002, 0.011, 0.009], [-0.010, -0.008, 0.000], [0.003, -0.002, -0.003], [-0.003, 0.013, -0.005], [0.028, -0.004, 0.014], [-0.013, -0.002, 0.005], [-0.059, 0.035, 0.041], [-0.193, -0.044, -0.075], [0.080, -0.074, -0.134], [0.261, -0.090, -0.048], [-0.002, 0.016, -0.014], [-0.006, -0.018, 0.000], [0.009, 0.006, -0.004], [0.066, -0.055, 0.083], [0.080, 0.007, 0.040], [0.038, -0.108, -0.031], [-0.052, 0.018, -0.021]], "mulliken_charge": [-0.6332, -1.0823, -1.0171, 0.6226, -1.0563, -0.5924, -1.6226, -0.3647, 1.1481, 0.7201, -1.4755, 1.2486, -1.0615, -0.5613, -0.8487, -0.7048, 1.2446, -1.3220, 0.6612, -1.1372, -0.4522, -0.9758, -0.4893, 1.3524, 0.4734, 0.4638, 0.6172, 0.3989, 0.5221, 0.4307, 0.5433, 0.9090, 0.6532, 0.2753, 0.5104, 0.4469, 0.4856, 0.4011, 0.4551, 0.4533, 0.5156, 0.4364, 0.5048, 0.4393, -1.2136, 0.5315, -1.4055, -0.1953, 0.1191, -0.3498, 0.1387, 0.0144, 0.6963, -1.4723, -1.2786, 0.4828, 0.2847, 0.1345, 0.3272, 0.2397, 0.3390, 0.4932, 0.1971, 0.2882, 0.4647, 0.2887, 0.3091, 0.1511, 0.4311, -1.7975, 1.2036, -1.8438, -0.4203, 0.4128, 0.3362, 0.3738, 0.0260, 0.2976, 0.6001, 0.2594], "total_energy_ev": -75770.761, "total_charge": 1, "max_force_ev_per_a": 0.9, "relative_energy_kcal_mol": 9.5, "homo_ev": -10.2}